1.
C9H24O2OsP2 | wB97M-V/def2-TZVPD

Geometry as ORCA input:
```
! RIJCOSX wB97M-V def2-TZVPD def2/J DEFGRID3
* xyz 2 5
Os 0.071 0.658 -0.020
H 1.192 -1.268 0.097
H -2.023 -3.875 0.243
P 2.098 0.319 0.832
P -1.350 0.777 -1.716
C -2.980 1.181 -0.982
H -3.692 1.452 -1.772
H -3.337 0.283 -0.441
H -2.860 2.007 -0.281
C -1.143 2.070 -2.991
H -0.184 1.897 -3.485
H -1.962 2.033 -3.732
H -1.127 3.053 -2.503
C -1.748 -0.718 -2.682
H -2.190 -1.467 -2.005
H -2.464 -0.478 -3.491
H -0.829 -1.116 -3.117
C 3.091 1.772 0.295
H 4.049 1.829 0.850
H 3.304 1.691 -0.777
H 2.524 2.698 0.470
C 2.073 0.665 2.641
H 1.739 -0.238 3.161
H 3.077 0.939 2.997
H 1.375 1.483 2.869
C 3.350 -1.022 0.738
H 3.488 -1.257 -0.316
H 4.292 -0.708 1.199
H 2.931 -1.885 1.259
C -0.902 1.341 1.424
O -1.527 1.680 2.369
H 0.796 0.809 -1.489
C -1.256 -2.929 2.072
C -2.028 -2.901 0.787
O -2.625 -1.927 0.319
H -1.165 -1.913 2.461
H -0.265 -3.371 1.906
H -1.794 -3.565 2.813
*
```

LUMO (spin up / spin down) in eV: -7.5 / -11.0
Energy relative to the best compared isomer or geometry (same formula, charge and spin) in eV: 0.585

---

2.
C9H24O3 | wB97M-V/def2-TZVPD

Geometry as ORCA input:
```
! RIJCOSX wB97M-V def2-TZVPD def2/J DEFGRID3
* xyz 0 1
C 3.950 -1.512 3.864
C 2.515 -1.788 4.328
C 1.864 -0.521 4.876
O 1.820 -2.169 3.173
H 4.525 -1.245 4.750
H 3.957 -0.606 3.258
H 4.391 -2.365 3.348
H 2.502 -2.558 5.099
H 1.531 0.373 4.349
H 2.606 -0.184 5.600
H 0.999 -0.708 5.513
H 1.896 -1.392 2.614
C -1.784 0.025 -3.998
C -3.269 0.406 -3.796
C -3.808 1.324 -4.925
O -3.911 -0.859 -3.921
H -1.804 -0.129 -5.077
H -1.494 -0.816 -3.368
H -1.136 0.894 -3.886
H -3.440 0.771 -2.783
H -3.347 2.302 -4.791
H -4.895 1.392 -4.952
H -3.574 1.061 -5.957
H -4.863 -0.772 -4.013
C -0.586 1.468 0.483
C 0.258 0.205 0.279
C 1.137 0.292 -1.030
O 1.208 0.246 1.428
H -1.251 1.270 1.324
H -1.343 1.782 -0.234
H -0.005 2.360 0.720
H -0.284 -0.722 0.463
H 0.781 -0.379 -1.812
H 2.210 0.129 -0.930
H 1.079 1.292 -1.458
H 1.565 1.136 1.464
*
```

SMILES: CC(C)O.CC(C)O.CC(C)O
LUMO in eV: 0.7
Energy relative to the best compared isomer or geometry (same formula, charge and spin) in eV: 1.662

---

3.
C9H25AgO11 | wB97M-V/def2-TZVPD

Geometry as ORCA input:
```
! RIJCOSX wB97M-V def2-TZVPD def2/J DEFGRID3
* xyz 1 2
Ag -0.267 -10.921 -16.370
O -1.180 -13.340 -19.536
C -1.861 -12.250 -19.196
O -3.080 -12.196 -19.421
O -1.250 -11.161 -18.942
H -1.970 -13.826 -19.784
C 1.671 -7.155 -18.416
C 1.831 -8.647 -17.944
O 0.564 -9.280 -17.941
O 1.291 -7.044 -19.832
H 2.668 -6.717 -18.454
H 1.166 -6.433 -17.774
H 2.295 -8.635 -16.958
H 2.499 -9.152 -18.641
H 0.323 -9.557 -18.828
H 2.075 -7.056 -20.386
C -2.639 -12.623 -14.996
C -1.410 -13.578 -15.229
O -0.116 -13.007 -15.267
O -2.620 -11.453 -15.794
H -2.806 -12.309 -13.966
H -3.531 -13.225 -15.169
H -1.530 -14.051 -16.203
H -1.534 -14.346 -14.466
H 0.239 -13.096 -14.379
H -3.288 -10.835 -15.491
C 0.469 -9.376 -13.452
C -1.026 -9.172 -13.851
O -1.145 -8.556 -15.124
O 1.185 -10.157 -14.358
H 0.656 -9.733 -12.439
H 0.899 -8.385 -13.310
H -1.638 -8.667 -13.103
H -1.477 -10.144 -14.050
H -1.206 -7.603 -15.028
H 2.089 -10.188 -14.036
C 3.615 -12.798 -16.902
C 4.764 -11.714 -16.622
O 4.124 -10.452 -16.253
O 2.638 -12.736 -15.893
H 4.036 -13.783 -17.105
H 3.194 -12.629 -17.893
H 5.541 -11.649 -17.383
H 5.409 -12.189 -15.882
H 3.940 -10.406 -15.312
H 2.064 -11.974 -15.994
*
```

LUMO (spin up / spin down) in eV: -2.6 / -6.6

---

4.
C9H25BrInN2O3P | wB97M-V/def2-TZVPD

Geometry as ORCA input:
```
! RIJCOSX wB97M-V def2-TZVPD def2/J DEFGRID3
* xyz 0 1
C 2.560 2.141 2.188
C 2.613 2.450 0.591
C 2.840 1.178 -0.407
C 3.640 -0.101 0.178
C 2.914 -1.554 0.142
C 1.299 -1.605 -0.002
C 0.435 -0.739 1.088
C -0.785 -1.676 1.622
C -2.271 -1.389 1.065
In -2.561 0.140 -0.552
O -1.454 -0.135 -2.299
N -0.357 0.614 -2.383
O -0.541 1.795 -2.175
P -2.537 2.574 0.328
O -4.202 3.074 0.564
Br -1.511 2.708 2.345
H 1.688 1.451 2.552
H 3.583 1.686 2.598
H 2.451 3.184 2.758
H 3.410 3.290 0.312
H 1.563 2.942 0.307
H 3.475 1.608 -1.322
H 1.779 0.952 -0.890
H 4.627 -0.226 -0.490
H 4.076 0.021 1.281
H 3.199 -2.187 1.112
H 3.360 -2.173 -0.772
H 0.991 -2.757 -0.036
H 1.040 -1.189 -1.078
H 0.145 0.344 0.748
H 1.163 -0.594 2.027
H -0.821 -1.541 2.808
H -0.570 -2.842 1.474
H -2.722 -2.420 0.667
H -2.964 -1.075 1.982
H -4.306 -0.068 -1.087
H -4.217 3.901 1.145
N -4.206 -2.356 -3.678
H -4.977 -2.380 -3.000
H -4.526 -1.908 -4.544
H -3.422 -1.821 -3.285
H -3.899 -3.314 -3.881
*
```

LUMO in eV: -1.8

---

5.
C9H25ClIIrO2P2 | wB97M-V/def2-TZVPD

Geometry as ORCA input:
```
! RIJCOSX wB97M-V def2-TZVPD def2/J DEFGRID3
* xyz 3 6
C 3.913 1.383 -2.859
C 2.792 0.960 -1.961
H 3.633 0.937 -3.824
H 4.879 0.974 -2.534
H 3.969 2.473 -2.971
O 1.874 0.259 -2.345
I 2.597 1.541 0.172
Ir -0.137 0.354 1.148
P -1.109 1.358 -0.521
C -2.683 0.714 -1.127
C -1.681 2.810 0.430
H -1.475 3.720 -0.145
H -0.936 2.818 -2.476
H -1.147 2.855 1.392
H 0.622 2.568 -1.579
H -3.183 0.119 -0.361
H -2.757 2.724 0.602
C -0.288 2.087 -1.958
H -3.309 1.572 -1.388
H -0.039 1.261 -2.644
H -2.514 0.114 -2.020
P 0.467 -1.645 0.465
C -0.711 -2.973 0.032
C 1.919 -1.878 -0.593
H 1.378 -1.380 2.705
H 1.942 -2.905 1.917
H 0.285 -2.809 2.609
C 1.080 -2.249 2.094
H 2.685 -1.186 -0.211
H 2.291 -2.917 -0.569
H -0.213 -3.937 0.247
H -0.953 -2.911 -1.038
H 1.650 -1.589 -1.617
H -1.623 -2.889 0.648
Cl 0.752 1.684 2.859
C -2.587 -0.894 2.713
O -1.319 -0.243 2.957
H -2.823 -0.904 1.627
H -3.376 -0.407 3.308
H -2.454 -1.924 3.072
H -1.411 0.352 3.747
*
```

LUMO (spin up / spin down) in eV: -10.9 / -15.5

---

6.
C9H25FN2OPS | wB97M-V/def2-TZVPD

Geometry as ORCA input:
```
! RIJCOSX wB97M-V def2-TZVPD def2/J DEFGRID3
* xyz 1 1
C 5.393 0.670 -0.542
C 4.362 -0.114 0.245
S 2.910 -0.484 -0.796
C 1.921 -1.461 0.364
P 0.042 -1.108 0.396
C 0.180 0.432 1.420
C 0.541 1.756 0.707
C -0.181 2.027 -0.595
N 0.337 1.485 -1.791
O -1.235 2.654 -0.600
C -1.897 -1.081 0.470
F -2.445 0.020 -0.237
C -2.496 -2.395 -0.036
C -3.095 -2.313 -1.455
H 5.085 1.694 -0.729
H 5.660 0.157 -1.461
H 6.302 0.726 0.057
H 4.787 -1.062 0.567
H 4.018 0.429 1.123
H 2.055 -2.518 0.132
H 2.306 -1.313 1.375
H -0.006 -1.017 -1.022
H -0.078 -2.350 1.095
H 0.939 0.258 2.178
H -0.747 0.605 1.961
H 0.248 2.567 1.370
H 1.614 1.857 0.555
H 0.949 2.156 -2.241
H -0.456 1.313 -2.397
H -2.160 -0.958 1.526
H -1.742 -3.181 -0.034
H -3.274 -2.733 0.645
H -4.176 -2.237 -1.436
H -2.659 -1.517 -2.050
H -2.863 -3.236 -1.984
N -4.033 2.056 0.647
H -3.232 2.533 0.209
H -4.699 1.782 -0.076
H -3.690 1.219 1.122
H -4.485 2.681 1.315
*
```

LUMO in eV: -3.4